# 1
18
Properties=species:S:1:pos:R:3 method="wB97M-V/def2-TZVPD" e_lumo_ev=-3.11 charge=+1 homo_lumo_gap_ha=0.4365 homo_ev=-14.99 e_tot_ha=-363.590663
C 1.852 -0.066 -1.106
O 0.831 0.940 -1.011
C 1.185 -1.452 -0.482
N -0.236 -1.171 -0.415
H 2.771 0.213 -0.540
H 1.977 -0.333 -2.156
H 1.188 1.794 -0.944
H 1.354 -2.428 -0.883
H 1.618 -1.392 0.480
H -0.760 -2.025 -0.943
H -0.382 -0.340 -1.076
H -0.766 -1.031 0.486
H -1.066 0.365 1.775
H -1.143 -0.631 2.846
O -1.011 -0.598 1.920
H -2.313 2.406 -0.012
H -2.816 3.281 1.082
O -2.284 2.468 0.981



# 2
79
Properties=species:S:1:pos:R:3 method="wB97M-V/def2-TZVPD" e_lumo_ev="-2.27 / -5.09" multiplicity=5 s2=6.08 charge=+1 homo_lumo_gap_ha="0.3010 / 0.1960" homo_ev="-10.46 / -10.42" e_tot_ha=-3093.478318
Pt -0.612 -0.610 0.536
C 0.472 -2.352 2.933
N -0.431 -2.586 1.789
C 0.148 -3.568 0.863
C -0.565 -3.544 -0.473
N -0.486 -2.183 -0.991
C -0.742 -1.927 -2.281
C -0.194 -0.765 -2.911
F 0.650 0.000 -2.253
C -0.435 -0.449 -4.213
F 0.122 0.616 -4.755
C -1.283 -1.248 -4.972
F -1.548 -0.933 -6.203
C -1.842 -2.394 -4.413
F -2.659 -3.139 -5.132
C -1.557 -2.738 -3.123
F -2.153 -3.811 -2.627
C -1.778 -2.997 2.271
C -2.929 -2.283 1.581
N -2.637 -0.860 1.612
C -3.649 0.022 1.628
C -3.412 1.335 2.121
F -2.240 1.614 2.666
C -4.377 2.302 2.136
F -4.110 3.505 2.629
C -5.649 2.022 1.655
F -6.568 2.954 1.656
C -5.941 0.755 1.176
F -7.142 0.497 0.689
C -4.974 -0.218 1.168
F -5.286 -1.387 0.637
H 0.555 -3.249 3.557
H 0.088 -1.533 3.533
H 1.464 -2.084 2.575
H 0.112 -4.576 1.288
H 1.193 -3.302 0.711
H -1.596 -3.876 -0.368
H -0.078 -4.245 -1.151
H -1.835 -2.755 3.330
H -1.896 -4.079 2.173
H -3.843 -2.523 2.124
H -3.071 -2.619 0.551
C -1.220 4.807 0.403
C 0.012 4.084 0.957
C 1.280 4.480 0.183
C 0.185 4.369 2.461
C -0.180 2.632 0.801
N -0.335 1.510 0.673
H -1.089 5.881 0.552
H -2.127 4.497 0.926
H -1.345 4.615 -0.664
H 1.481 5.540 0.357
H 1.152 4.322 -0.889
H 2.142 3.904 0.527
H 0.323 5.442 2.599
H 1.059 3.849 2.858
H -0.697 4.056 3.023
C 5.941 1.130 -0.727
C 5.892 -0.376 -0.973
C 5.154 -0.708 -2.268
C 5.309 -1.118 0.232
N 3.915 -0.745 0.512
C 2.785 -1.163 -0.053
N 1.788 -0.527 0.512
N 2.331 0.271 1.471
N 3.610 0.140 1.479
H 6.407 1.637 -1.574
H 6.517 1.369 0.170
H 4.935 1.543 -0.604
H 6.916 -0.750 -1.057
H 4.148 -0.272 -2.278
H 5.073 -1.789 -2.422
H 5.689 -0.293 -3.124
H 5.865 -0.877 1.133
H 5.341 -2.195 0.079
H 2.721 -1.855 -0.880
S -2.712 0.504 -1.210
C -2.755 0.616 -2.873
N -2.795 0.680 -4.035



# 3
11
Properties=species:S:1:pos:R:3 method="wB97M-V/def2-TZVPD" e_lumo_ev="0.01 / 0.94" charge=0 homo_lumo_gap_ha="0.2724 / 0.3169" homo_ev="-7.40 / -7.68" e_tot_ha=-587.353401
C -0.213 -0.217 -0.413
C 1.017 -1.219 -0.102
N -0.971 0.464 0.623
N -0.505 1.645 0.946
S 0.673 -2.839 0.336
H 0.223 0.533 -1.097
H -0.945 -0.820 -0.954
H 1.736 -0.813 0.608
H -0.878 2.073 1.777
H 0.032 2.200 0.278
H -0.149 -3.115 -0.692



> Which value of charge does entry 2 give?

+1